[1]
DFT (ωB97M-V with the def2-TZVPD basis set) results for C44H58BrN5O4S2Ta as an isolated structure at a distorted geometry.

```
115
Properties=species:S:1:pos:R:3:forces:R:3
Ta -0.88829 0.73272 -0.24823 -1.5 1.9 1.7
C 6.27661 -0.95608 1.05567 -0.1 0.0 -0.2
C 5.70131 -1.33468 -0.31773 0.2 -0.3 0.2
C 5.38591 -2.84348 -0.35143 0.1 0.2 -0.1
C 6.74891 -1.03648 -1.39033 -0.2 0.0 0.2
C 4.39441 -0.60738 -0.55023 -0.3 0.0 0.3
C 3.36411 -0.74798 0.35747 0.4 -0.1 -0.1
C 2.10671 -0.19458 0.09577 0.1 0.5 -0.8
N 0.97651 -0.32768 0.80707 -1.0 -0.2 0.1
C 0.65521 -1.06828 1.86887 -0.4 0.7 -0.5
C 1.34391 -2.11528 2.49617 0.3 -0.7 0.7
C 0.85291 -2.70038 3.64357 0.7 0.3 -0.9
C -0.34459 -2.17458 4.19797 -0.4 0.5 -0.3
C -1.10129 -1.17368 3.62187 -0.4 0.3 0.0
C -0.66029 -0.66588 2.37527 0.7 -0.7 0.5
O -1.32759 0.12832 1.60197 -0.2 0.2 -0.3
C -2.36839 -0.62848 4.26527 -0.2 0.1 0.0
C -3.55989 -0.87898 3.33157 0.1 0.0 0.0
C -2.17419 0.87872 4.49507 0.0 -0.2 0.0
C -2.66119 -1.27528 5.61897 0.1 0.1 -0.2
C 1.58931 -3.86658 4.26597 0.4 -0.4 0.0
C 1.57121 -5.03708 3.26197 -0.1 0.1 0.2
C 3.05431 -3.46758 4.53637 -0.3 0.0 0.0
C 0.97571 -4.35418 5.57937 0.0 0.1 -0.2
C 1.90491 0.65412 -1.06913 1.9 -1.1 0.6
O 0.66841 1.10462 -1.20173 0.4 0.7 -1.4
C 2.97901 0.86212 -1.95193 -0.6 0.4 -0.1
C 4.16631 0.19342 -1.68613 -0.3 -0.1 0.3
C 2.85901 1.80452 -3.14213 -0.1 0.2 -0.2
C 2.53361 3.20732 -2.61063 0.1 -0.2 0.1
C 1.72881 1.32572 -4.06323 0.1 0.0 0.2
C 4.15231 1.89332 -3.95443 -0.2 0.0 0.2
H 7.23561 -1.44628 1.18857 0.1 -0.1 0.1
H 5.63291 -1.26528 1.87397 -0.1 0.0 0.1
H 6.43111 0.11782 1.12177 0.1 0.1 0.1
H 6.30551 -3.40398 -0.21753 0.1 -0.1 0.0
H 4.95081 -3.11988 -1.30923 0.0 -0.1 -0.1
H 4.69651 -3.12778 0.43927 -0.1 -0.1 0.1
H 7.65591 -1.59058 -1.16923 0.1 -0.1 0.0
H 7.00791 0.01852 -1.40923 0.1 0.2 -0.1
H 6.41061 -1.35038 -2.37413 0.0 0.0 -0.2
H 3.53591 -1.28068 1.27527 0.0 -0.1 0.1
H 2.23661 -2.50768 2.04737 0.2 -0.1 -0.1
H -0.70329 -2.61338 5.11207 -0.1 0.0 0.2
H -3.42569 -0.38728 2.37077 -0.1 0.0 0.0
H -4.46629 -0.49398 3.79037 -0.1 0.0 0.0
H -3.68759 -1.94588 3.16327 -0.1 -0.1 0.0
H -2.06789 1.41672 3.55477 0.0 0.1 -0.1
H -1.29379 1.05392 5.10997 0.1 0.1 0.1
H -3.03429 1.27952 5.02387 -0.1 0.1 0.0
H -2.84609 -2.34208 5.52617 0.0 -0.2 0.0
H -3.55579 -0.82538 6.04017 -0.1 0.0 0.0
H -1.84759 -1.10498 6.31957 0.1 0.0 0.2
H 2.06291 -4.78178 2.32637 0.1 0.0 -0.1
H 0.54861 -5.33968 3.04947 -0.1 -0.1 -0.1
H 2.09501 -5.88168 3.70157 0.0 -0.1 0.0
H 3.59951 -3.27108 3.61677 0.1 0.1 -0.1
H 3.55861 -4.28188 5.05037 0.0 -0.1 0.0
H 3.10021 -2.58548 5.17127 0.1 0.1 0.1
H -0.04659 -4.69938 5.44327 -0.2 0.0 0.1
H 1.00741 -3.58458 6.34717 -0.1 0.1 0.1
H 1.55401 -5.20108 5.94177 0.0 0.0 0.0
H 4.97431 0.30432 -2.38833 0.1 0.1 -0.1
H 1.60621 3.20272 -2.04093 0.0 0.1 0.0
H 2.42941 3.90012 -3.44173 0.0 0.1 -0.1
H 3.34041 3.56052 -1.97373 0.1 0.1 0.1
H 0.76701 1.40952 -3.56343 0.0 0.0 -0.1
H 1.89181 0.29222 -4.36273 0.0 -0.1 -0.1
H 1.70921 1.94072 -4.95893 0.0 0.1 -0.1
H 4.97881 2.24332 -3.34133 0.2 0.0 0.0
H 4.01641 2.61232 -4.75843 0.0 0.0 -0.1
H 4.40801 0.93852 -4.40683 0.1 -0.1 -0.1
C -2.45449 1.77182 -6.48383 -0.1 0.2 -0.1
C -1.99819 0.88302 -5.38173 0.2 -0.4 0.3
C -1.60129 -0.43158 -5.62043 0.0 0.3 0.3
C -1.18439 -1.24278 -4.57483 0.1 -0.2 0.5
C -1.18639 -0.67518 -3.31853 -0.2 0.5 -0.1
Br -0.63939 -1.66548 -1.73263 0.1 0.0 -0.1
N -1.52809 0.57222 -3.04263 0.4 -0.7 0.6
C -1.93149 1.32782 -4.05973 -0.1 0.2 -0.1
H -2.51029 1.22552 -7.42163 0.0 0.1 0.0
H -1.76049 2.60232 -6.61193 0.0 0.0 -0.1
H -3.43529 2.19352 -6.26813 0.0 0.0 0.0
H -1.60879 -0.83008 -6.62113 0.0 -0.1 -0.2
H -0.87049 -2.26098 -4.74223 0.0 -0.1 0.0
H -2.20649 2.34202 -3.80213 -0.1 0.1 0.0
O -6.35679 2.21142 -0.40673 -0.2 0.7 -0.2
C -6.27849 0.92012 -0.13803 0.3 -0.8 0.1
C -7.46239 0.24172 0.19937 0.2 0.3 -0.1
C -7.44789 -1.10088 0.49827 0.3 0.2 -0.1
C -6.24909 -1.81838 0.46577 0.4 0.0 -0.1
C -5.07789 -1.17608 0.12727 -0.4 -0.3 0.1
C -5.05939 0.19272 -0.17693 0.0 0.1 -0.1
C -3.78429 0.81992 -0.46563 -1.5 1.5 -0.2
O -2.68799 0.10042 -0.47333 0.7 -0.8 -0.2
N -3.68039 2.10282 -0.68173 -1.1 -0.4 0.1
N -2.40639 2.55102 -0.84773 1.7 -0.9 0.2
C -2.31519 3.70602 -1.45793 0.0 -0.2 0.0
S -3.70709 4.46622 -2.16323 0.2 0.0 0.1
C -2.84039 6.01832 -2.59743 -0.2 -0.1 0.3
C -1.40249 5.68712 -2.91403 0.2 -0.1 -0.1
S -0.79329 4.51422 -1.64773 -0.2 0.1 -0.1
H -5.48109 2.58802 -0.61583 -0.1 -0.2 0.1
H -8.37689 0.81292 0.22937 -0.1 0.1 0.0
H -8.36629 -1.60238 0.75727 -0.1 0.0 0.0
H -6.24429 -2.86848 0.71257 0.0 -0.1 0.0
H -4.14479 -1.71838 0.10017 0.0 -0.1 0.0
H -2.94019 6.69852 -1.75113 0.1 0.0 -0.1
H -3.34229 6.45252 -3.46193 0.0 -0.1 0.0
H -0.76359 6.56852 -2.88633 0.0 0.0 0.1
H -1.30059 5.20452 -3.88703 0.0 0.0 0.1
N -0.14429 2.63592 1.16497 -0.3 -0.9 -0.5
H -0.92779 3.05702 1.66787 0.0 -0.1 -0.1
H 0.29021 3.38552 0.62797 0.0 0.0 0.0
H 0.53101 2.34812 1.87447 -0.1 0.0 -0.1
```
Positions in Å, forces in eV/Å.

Computed properties:
total energy: -5712.85097 a.u.
lowest unoccupied orbital energy: -10.92 eV
net charge: +3
HOMO-LUMO gap: 3.666 eV
E_HOMO: -14.585 eV

[2]
DFT (ωB97M-V with the def2-TZVPD basis set) results for a 12-piece molecular cluster, C44H59BN11 overall at a distorted geometry.

```
115
Properties=species:S:1:pos:R:3:forces:R:3
B 0.06681 -0.39320 0.16643 -0.2 0.7 -1.7
H 0.99881 -0.65220 -0.53957 0.7 -0.3 -0.1
H -0.85619 -0.34820 -0.67557 -0.2 0.2 0.5
H -0.08919 -1.19420 0.95743 -0.4 -1.8 1.3
H 0.21781 0.62280 0.75243 0.0 1.1 0.2
N 4.16481 1.41680 1.87843 -0.6 -0.9 0.2
C 3.17381 2.42680 1.70243 6.4 3.2 2.1
C 3.71381 3.75380 2.01943 4.9 -6.7 0.1
C 5.29881 3.40880 2.34343 -1.9 -1.7 -1.0
C 5.44581 1.89580 2.29843 -3.8 4.8 -1.8
H 3.93681 0.31280 1.79543 0.7 3.5 0.2
H 2.19681 2.23380 1.59443 -3.3 -1.1 -0.7
H 3.24581 4.68080 2.13743 -0.6 1.0 -0.1
H 6.15281 4.22880 2.38843 -2.0 -2.2 0.2
H 6.24381 1.19680 2.12243 0.4 0.2 0.5
N -0.91519 -2.71720 -2.10657 -0.1 -0.3 1.9
C -0.46219 -4.04520 -1.76857 -0.1 -0.1 -0.5
C -0.04319 -4.75320 -3.02557 -3.4 1.3 1.5
C -0.59419 -3.86120 -4.04957 2.3 3.0 4.8
C -0.78719 -2.47820 -3.46657 -1.8 -3.4 -1.6
H -1.43619 -2.00420 -1.37757 2.4 -2.2 -2.3
H -0.55219 -4.38420 -0.63957 0.6 0.8 -2.7
H 0.31181 -5.87520 -3.19357 -1.0 2.9 0.7
H -0.82419 -4.16820 -4.98557 0.1 -0.4 -3.1
H -1.13819 -1.52620 -4.01657 0.5 -1.8 1.4
N -2.99419 -4.14520 3.48243 1.1 -4.0 -2.3
C -2.24919 -4.13220 2.28743 -1.8 -2.5 -2.0
C -2.59719 -5.36920 1.50243 -1.5 1.6 2.1
C -3.60419 -6.17720 2.42743 1.7 3.1 1.8
C -3.64219 -5.37920 3.75943 1.2 -0.4 -7.0
H -2.93919 -3.39820 4.07743 0.2 1.9 2.0
H -1.61319 -3.23520 1.91243 -1.4 -1.7 1.0
H -2.32619 -5.46720 0.32643 -0.8 -0.1 3.3
H -4.24819 -7.13320 2.23043 1.8 2.0 0.4
H -4.01019 -5.67920 4.70343 -0.5 0.2 0.6
N -1.75719 4.35480 -1.66557 0.9 -2.2 -1.7
C -2.24219 5.62180 -1.70057 0.9 1.2 7.3
C -2.18219 6.08980 -0.21257 1.0 -7.0 -2.7
C -1.77519 4.83380 0.57443 0.4 1.2 -5.3
C -1.36119 3.80580 -0.44957 -1.4 1.4 2.2
H -1.69019 3.69880 -2.58157 -0.5 3.2 4.1
H -2.74219 6.28080 -2.37657 0.2 -0.7 -1.2
H -2.54819 6.92480 0.28343 -0.7 1.6 0.3
H -1.91619 4.80180 1.62943 0.6 -0.4 0.6
H -0.90619 2.64980 -0.34657 -1.5 3.6 -0.4
N 3.75581 -1.55120 1.06443 -0.8 -1.0 1.9
C 5.11481 -1.74620 0.90743 2.3 0.1 2.7
C 5.78881 -1.84420 2.23043 -4.9 -0.2 0.2
C 4.65681 -1.85820 3.29943 -2.6 0.5 -3.8
C 3.32781 -1.70920 2.49043 3.5 0.3 -0.1
H 3.06181 -1.44420 0.26643 1.2 -0.4 1.4
H 5.69781 -1.81520 -0.07157 -1.5 0.4 1.4
H 6.83181 -1.99920 2.53543 -0.6 0.1 -0.7
H 4.65381 -1.96320 4.45843 0.3 0.3 -2.5
H 2.18181 -1.61520 2.76343 2.8 -0.2 -0.6
N -5.39419 0.51480 -1.74157 1.2 -6.9 -4.3
C -6.22919 -0.21120 -2.58857 -1.6 -2.9 -1.4
C -5.66319 -1.54320 -2.86857 1.5 4.8 3.3
C -4.33719 -1.60020 -2.05557 -10.9 12.6 0.3
C -4.28319 -0.20420 -1.43057 0.0 -5.7 -2.3
H -5.64519 1.21780 -1.23757 -1.9 5.7 3.5
H -7.37919 0.06280 -2.98757 3.7 -0.2 1.5
H -6.20419 -2.16620 -3.55257 0.3 -0.6 0.0
H -3.75019 -2.27620 -2.19657 7.3 -7.5 -0.9
H -3.40819 0.19080 -0.98457 0.3 0.5 0.8
N 1.93381 1.47880 -1.88857 0.9 1.6 -1.0
C 2.07881 0.89080 -3.11557 1.8 5.0 -1.3
C 2.64881 1.91580 -4.00657 -1.3 0.0 4.1
C 2.79681 3.12780 -3.14857 -0.7 -0.8 2.6
C 2.36781 2.84180 -1.76357 0.1 -4.8 -7.4
H 1.66581 0.89380 -1.15357 -0.8 -0.7 1.7
H 1.74181 -0.07720 -3.35357 -0.2 -0.9 0.1
H 2.85081 1.77280 -5.04957 0.1 0.2 -0.1
H 3.17081 4.15880 -3.27857 -0.1 -0.9 -0.8
H 2.22581 3.29680 -0.86857 -0.1 1.6 2.2
N 2.25681 -2.97320 -2.58357 0.1 -0.1 1.7
C 3.22981 -3.59020 -1.65857 0.1 0.7 -2.7
C 4.51381 -3.55020 -2.32157 -1.0 1.7 0.1
C 4.36081 -2.83420 -3.62657 -2.0 1.1 0.4
C 2.84581 -2.50820 -3.69957 5.9 -1.8 1.4
H 1.21281 -2.70020 -2.40757 2.8 -1.1 0.0
H 2.93681 -4.14520 -0.73457 0.1 0.9 -1.1
H 5.50081 -3.77120 -1.74457 -2.0 0.1 -1.5
H 5.24981 -2.36820 -4.38057 -2.9 -1.7 2.3
H 2.31681 -2.01920 -4.46457 -0.6 0.5 -0.7
N 2.03781 1.54780 4.37843 -4.0 -2.4 0.4
C 0.74781 0.99980 4.32243 -2.8 -0.6 1.6
C 0.03181 0.95580 5.77843 15.7 5.1 -6.0
C 1.16081 1.50380 6.55343 1.4 -0.9 -7.5
C 2.37881 1.78480 5.64543 -6.7 -1.5 1.9
H 2.62781 1.52880 3.56243 0.3 0.2 0.2
H 0.26681 0.60480 3.32643 1.3 1.1 2.1
H -0.81619 0.64480 5.93443 -8.7 -3.1 1.8
H 1.30181 1.65880 7.51543 0.1 0.6 4.5
H 3.32281 2.07480 5.77043 3.4 1.3 1.4
N -2.67019 0.23780 1.86843 -0.2 2.5 1.9
C -2.47319 1.44380 2.65643 -5.7 -4.1 1.9
C -3.67919 1.43680 3.64743 3.7 0.5 -1.9
C -4.57419 0.35780 3.33243 8.5 0.8 -5.6
C -3.85119 -0.41520 2.17043 -1.6 1.2 2.3
H -1.84719 -0.01220 1.28243 -1.2 -0.4 0.1
H -1.55719 1.96780 2.60943 0.5 0.5 0.0
H -3.58519 2.16380 4.54243 -0.8 -1.4 -1.7
H -5.34719 0.08480 3.86243 -4.1 -1.5 2.3
H -4.22719 -1.36320 1.64243 0.9 1.8 0.8
N -0.63319 2.75880 -3.62657 -3.7 -0.4 0.2
C -1.44319 1.81780 -2.88457 -3.0 3.6 -4.5
C -2.80219 2.13880 -3.18957 1.8 1.7 -1.2
C -2.80419 3.50780 -4.06757 3.9 -3.8 1.7
C -1.30519 3.83380 -4.24557 -6.6 -6.5 2.0
H 0.30981 2.70680 -3.48557 3.2 0.3 0.1
H -1.08119 0.95080 -2.43257 0.9 -0.9 0.8
H -3.63919 1.48280 -2.77357 1.2 1.7 -1.1
H -3.78219 3.95680 -4.25757 0.9 0.4 -0.3
H -0.87519 4.63780 -4.66557 1.7 2.4 -1.3
```
Positions in Å, forces in eV/Å.

Computed properties:
total energy: -2338.21469 a.u.
lowest unoccupied orbital energy: 2.57 eV
net charge: -1
HOMO-LUMO gap: 7.754 eV
E_HOMO: -5.184 eV